[1]
Entry from the OMol25 dataset: a molecular structure, C42H45AsGeN2O3S4SbSeW (wB97M-V/def2-TZVPD).

The LUMO energy (spin up / spin down) is 1.545 / 0.825 eV. For the energy above the lowest of the compared OMol25 structures with the same formula, charge and spin, the calculation gives 190.3 kJ/mol. For the orbital gap (spin up / spin down), the calculation gives 5.18 / 5.80 eV. The net charge is -1. Its multiplicity is 3. As for the highest occupied orbital energy (spin up / spin down): -3.6 / -5.0 eV.

Last column: Löwdin charge in e.
Atoms and positions in Å:
C  -4.5333  -2.2425  0.7746  -0.10
N  -0.7499  0.7318  0.9156  0.05
H  2.7179  2.8229  -1.1864  0.12
H  0.0101  -2.7013  6.5685  0.09
C  2.2291  -2.5945  4.0097  -0.12
H  2.4379  -2.8758  6.1263  0.10
N  -0.8268  -0.3049  0.0694  -0.18
O  -1.0164  -3.0598  0.1069  -0.22
H  5.7012  1.5436  0.1587  0.10
Ge  -4.3175  2.4829  -3.9605  0.74
H  -0.3071  -0.8229  -5.6784  0.08
H  -3.1403  0.8315  0.6427  0.08
C  -1.1515  4.0589  3.3787  -0.09
H  -4.1207  3.9821  -6.0190  0.01
H  -1.8104  3.1903  -4.0606  0.02
C  -0.0074  -2.2806  3.2054  -0.12
C  4.9539  -3.0813  1.7833  -0.14
C  1.3576  -2.3838  2.9388  -0.36
C  -2.0687  -0.9726  0.3334  -0.32
C  0.5312  -0.1734  -3.8996  -0.72
H  -1.9962  1.4421  -4.0634  -0.03
H  4.9998  2.9963  2.0375  0.10
C  -2.1719  -2.3692  0.3057  -0.31
C  1.9508  2.8821  -0.4243  -0.01
H  -6.1675  0.7252  -3.8010  0.01
H  -1.5548  -2.3020  4.6920  0.10
C  4.4877  2.0595  1.8543  -0.11
C  1.7836  4.0015  0.3415  -0.04
C  -4.6140  3.0282  -5.8256  -0.23
C  -5.0910  0.7234  -3.6240  -0.22
C  3.7649  -3.4628  1.1618  -0.36
C  4.6787  -5.6850  0.8720  -0.09
C  -0.0291  2.9016  1.5748  -0.12
W  0.1834  -0.5678  -1.9167  0.98
C  1.1465  1.7477  -0.2271  -0.35
H  2.4118  4.8712  0.1890  0.11
C  4.2129  0.0520  0.5541  -0.15
H  -0.4553  6.0642  3.7992  0.09
C  4.8796  1.2455  0.7993  -0.09
C  2.7595  0.4825  2.4139  -0.12
H  1.3902  -1.2279  -5.5271  0.04
H  -1.6245  2.0723  2.7422  0.10
H  1.2595  6.0273  2.0291  0.10
C  -1.0021  2.9445  2.5940  -0.03
C  0.7993  4.0300  1.3712  -0.19
H  -0.7038  -2.0857  2.4019  0.07
H  -4.7076  3.7089  -1.7750  0.00
S  0.4054  -3.7528  -4.7322  0.02
H  -4.9771  4.8214  -3.1337  0.02
H  -2.5903  4.7454  -1.7437  0.01
H  4.5141  -0.5670  -0.2842  0.09
C  3.6424  -4.7736  0.7050  -0.14
C  0.6219  5.1657  2.1939  -0.05
H  3.0928  2.3235  3.4649  0.10
H  4.5666  -6.6977  0.5040  0.10
C  -3.2202  -0.2451  0.6158  -0.06
H  0.0325  -4.7303  0.5011  0.03
O  1.4181  0.6365  -0.9017  -0.35
H  -1.4200  -4.5156  1.5206  0.10
H  0.9210  0.4746  -5.8768  0.09
C  1.7483  -2.7109  5.3070  -0.10
C  -0.4916  -2.3937  4.5053  -0.09
H  -0.8277  4.4975  -1.9119  0.03
C  5.9932  -3.9908  1.9474  -0.10
C  3.1551  -0.3490  1.3683  -0.39
S  1.1199  -4.8533  -2.0912  0.07
H  1.9234  0.2003  3.0443  0.10
C  -1.0081  -4.4195  0.5121  -0.13
H  -5.6771  3.1413  -6.0431  0.01
As  0.8482  -2.8567  -2.8428  -0.18
Sb  2.0666  -2.1416  0.9131  1.52
H  6.9112  -3.6779  2.4306  0.10
H  -1.9025  4.0731  4.1589  0.09
H  -5.3198  -0.2621  1.0352  0.10
H  5.0749  -2.0654  2.1399  0.09
H  6.6657  -6.0029  1.6189  0.09
C  5.8555  -5.2950  1.4936  -0.11
C  0.3854  -2.6128  5.5562  -0.11
C  3.4227  1.6810  2.6573  -0.09
H  -6.2153  3.6367  -2.6980  0.01
C  -1.7335  4.1640  -1.4074  -0.37
S  -1.8395  -0.9628  -2.5950  0.27
C  0.6618  -0.4407  -5.3450  -0.09
H  -4.2020  2.2838  -6.5087  0.01
O  0.5069  0.9498  -3.3895  -0.14
Se  -1.9852  2.2509  -1.7168  0.90
H  3.2945  -2.6723  3.8290  0.09
C  -0.3314  5.1864  3.1772  -0.10
H  -4.9036  0.4337  -2.5883  0.01
C  -2.3784  2.3664  -3.6270  -0.59
C  0.1237  1.7389  0.7270  -0.24
C  -5.1400  3.8050  -2.7718  -0.23
H  -4.6285  -0.0261  -4.2672  0.01
C  -4.4425  -0.8636  0.8328  -0.10
H  -5.4808  -2.7428  0.9306  0.10
C  -3.3948  -2.9955  0.5190  -0.02
H  -1.5612  -5.0452  -0.1912  0.09
H  -3.4643  -4.0730  0.4812  0.10
S  2.5513  -1.5034  -2.6387  0.11
H  2.7405  -5.0877  0.1921  0.03
H  -1.6072  4.2945  -0.3332  0.01

=====

[2]
Entry from the OMol25 dataset: 2 unconnected molecules or ions with the total composition C3H13N2Si in a non-equilibrium geometry (wB97M-V/def2-TZVPD).

The LUMO energy (spin up / spin down) is -4.273 / -4.273 eV. For the energy above the lowest of the compared OMol25 structures with the same formula, charge and spin, the calculation gives 425.7 kJ/mol. For the orbital gap (spin up / spin down), the calculation gives 7.30 / 7.30 eV. The net charge is +1. As for the highest occupied orbital energy (spin up / spin down): -11.6 / -11.6 eV.

Last column: Löwdin charge in e.
Atoms and positions in Å:
H  -1.1603  -0.7050  1.0691  0.19
H  0.8920  -0.1651  2.6481  0.11
H  -0.9962  -2.8491  1.3027  0.07
C  0.7630  -0.0206  1.5720  -0.01
C  -0.1379  -2.4176  1.6149  0.06
H  0.3518  0.9095  1.1250  0.09
H  0.7207  -2.8798  1.3053  0.08
N  0.2585  3.1107  -2.3044  -0.13
H  -0.7789  1.0618  -2.9732  -0.06
H  -0.7916  -1.7671  -0.9213  0.07
H  0.3978  4.0551  -2.1200  0.01
Si  -0.8455  1.8838  -1.7757  0.80
H  1.7111  -0.2368  1.2402  0.07
H  1.0589  2.8193  -2.8669  0.05
N  -0.1396  -1.0318  0.9583  -0.30
C  -0.1179  -0.9493  -0.5301  -0.08
H  0.8085  -0.8550  -0.9355  -0.02
H  -2.0201  2.1924  -0.9954  -0.08
H  0.0258  -2.1556  2.5869  0.07

=====

[3]
Entry from the OMol25 dataset: a single C2H4N2S2 molecule in a non-equilibrium geometry (wB97M-V/def2-TZVPD).

The LUMO energy is 0.634 eV. For the energy above the lowest of the compared OMol25 structures with the same formula, charge and spin, the calculation gives 186.0 kJ/mol. For the orbital gap, the calculation gives 8.55 eV. The net charge is 0. The SMILES is C1=NSCSN1. As for the highest occupied orbital energy: -7.9 eV.

Last column: Löwdin charge in e.
Atoms and positions in Å:
N  0.6875  -0.1646  -1.4499  -0.36
S  -0.2586  0.7656  1.3640  0.80
C  -1.4657  0.5776  0.0258  -0.76
C  1.2878  -0.5657  -0.4100  -0.37
H  2.2668  -1.0874  -0.5617  0.13
H  -1.8367  -0.4554  0.0191  0.04
N  0.7798  -0.4984  0.9227  -0.37
H  1.4129  -0.8197  1.6333  0.07
S  -0.5810  0.9531  -1.5444  0.78
H  -2.2928  1.2948  0.0011  0.04

=====

[4]
Entry from the OMol25 dataset: a single C6H12O molecule (wB97M-V/def2-TZVPD).

The LUMO energy is 1.013 eV. For the energy above the lowest of the compared OMol25 structures with the same formula, charge and spin, the calculation gives 94.7 kJ/mol. For the orbital gap, the calculation gives 11.08 eV. The net charge is 0. The SMILES is C[C@@H]1C[C@@H]1[C@@H](C)O. As for the highest occupied orbital energy: -10.1 eV.

Last column: Löwdin charge in e.
Atoms and positions in Å:
H  -0.3464  1.1282  -0.8528  0.14
C  0.9641  1.2260  1.6178  -0.07
H  0.9550  1.8501  0.7183  0.07
C  -0.1062  -0.7412  0.1731  -0.23
H  -2.0659  0.7008  0.7280  0.09
H  1.9301  1.3855  2.1097  0.08
O  -2.1857  0.4311  -0.1915  -0.03
H  -0.1484  -0.5835  -2.6086  0.08
C  -0.8954  0.1789  -0.7309  -0.44
H  1.8745  -0.1466  -0.6295  0.11
H  1.8566  -1.8143  0.1087  0.10
H  -0.6352  -1.6726  0.3756  0.15
H  -1.7323  0.2270  -2.7173  0.08
C  0.7749  -0.2405  1.2953  -0.30
C  -1.1088  -0.4318  -2.1054  -0.04
C  1.3884  -0.8355  0.0594  -0.08
H  -1.6143  -1.3990  -2.0144  0.09
H  0.1828  1.5962  2.2929  0.08
H  0.7819  -0.8827  2.1748  0.13

=====

[5]
Entry from the OMol25 dataset: a single C22H37N3O2S molecule (wB97M-V/def2-TZVPD).

The LUMO energy is 0.520 eV. For the energy above the lowest of the compared OMol25 structures with the same formula, charge and spin, the calculation gives 7.5 kJ/mol. For the orbital gap, the calculation gives 8.72 eV. The net charge is 0. The SMILES is CCOCCCNC(=S)N1CCC(NC(=O)[C@]23C[C@H]4C[C@H](C[C@H](C4)C2)C3)CC1. As for the highest occupied orbital energy: -8.2 eV.

Last column: Löwdin charge in e.
Atoms and positions in Å:
H  2.6119  -3.4818  -0.8335  0.12
O  -4.5109  -0.8971  -0.0344  -0.17
H  -1.2017  1.8385  -2.2893  0.05
H  1.7353  -2.6817  1.3454  0.14
C  0.4251  3.3264  -0.1366  -0.28
H  4.8506  0.8985  -0.0594  0.13
C  -0.5013  3.3868  1.1004  -0.09
H  4.1649  -3.1634  1.1480  0.12
H  4.2762  0.5559  1.5668  0.13
H  -5.7936  -2.4966  -0.2621  0.12
C  2.7711  0.3437  0.0399  -0.34
C  2.7017  -0.0889  -1.4298  -0.08
C  4.7038  -1.2118  0.3930  -0.29
H  5.7392  -1.2789  0.7463  0.14
H  1.2629  -2.3643  -1.0741  0.11
H  5.2807  -0.9970  -1.6766  0.12
C  2.2944  -2.4424  -0.7236  -0.12
H  0.8487  -0.5274  0.5477  0.08
C  -1.5090  2.6357  -1.6104  -0.18
H  -4.5852  0.2789  1.5589  0.12
H  3.8770  -1.8427  2.2855  0.12
C  -3.3886  -1.4488  2.1029  -0.15
H  1.6782  -0.0360  -1.8059  0.09
H  -5.5123  -1.2263  1.7411  0.12
C  1.8854  -0.5845  0.8833  -0.09
H  0.5462  1.2876  -0.7035  0.06
C  4.2186  0.2287  0.5269  -0.09
C  2.3754  -2.0250  0.7438  -0.29
C  3.1918  -1.5312  -1.5596  -0.29
C  3.8184  -2.1306  1.2330  -0.12
H  -3.6682  -1.7610  -2.3438  0.04
H  -1.9920  -1.7164  0.4656  0.06
H  -0.7716  4.6632  -1.3018  0.11
N  1.0627  2.0351  -0.2651  0.12
H  -0.4869  4.3883  1.5295  0.12
C  -1.7295  0.6999  -0.1397  -0.76
C  -4.7812  -2.1803  -0.5626  -0.28
H  -3.5266  -2.5292  2.1601  0.11
H  -4.0654  -2.9191  -0.1753  0.12
H  -0.1138  2.6942  1.8491  0.12
H  3.1364  -1.8331  -2.6117  0.14
H  -5.3863  -1.3816  -2.4641  0.08
H  -3.3770  -1.0606  3.1239  0.11
H  0.2912  3.6404  -2.2662  0.12
H  -2.1324  0.8517  1.8518  0.12
C  2.2990  1.7876  0.2225  -0.43
C  4.6350  -1.6382  -1.0721  -0.12
H  -4.8491  -3.0708  -2.5189  0.07
H  -2.3840  3.1297  -2.0462  0.13
H  -2.5171  2.6738  1.5645  0.11
H  3.3214  0.5757  -2.0368  0.13
H  1.2417  4.0438  -0.0002  0.14
N  -1.8593  0.2204  1.1156  0.02
C  -0.3711  3.6533  -1.4012  -0.11
H  4.9885  -2.6666  -1.1794  0.12
H  -1.2308  -1.5255  2.0580  0.12
O  2.9589  2.6455  0.7754  0.07
S  -1.2880  -0.3273  -1.3768  0.74
C  -4.6663  -2.0962  -2.0754  -0.07
C  -2.0477  -1.1780  1.4145  -0.22
H  -2.4554  3.8873  0.2991  0.13
C  -4.5714  -0.7978  1.3611  -0.23
C  -1.9371  3.0141  0.7046  -0.14
H  1.9229  -0.2731  1.9310  0.14
N  -1.9041  2.0269  -0.3532  -0.12

=====

[6]
Entry from the OMol25 dataset: a molecular structure, C18H22N8O5S2Yb in a non-equilibrium geometry (wB97M-V/def2-TZVPD).

The LUMO energy (spin up / spin down) is 3.907 / 3.939 eV. For the energy above the lowest of the compared OMol25 structures with the same formula, charge and spin, the calculation gives 216.6 kJ/mol. For the orbital gap (spin up / spin down), the calculation gives 4.99 / 5.05 eV. The net charge is -2. As for the highest occupied orbital energy (spin up / spin down): -1.1 / -1.1 eV.

Last column: Löwdin charge in e.
Atoms and positions in Å:
C  -1.6133  1.2921  2.0760  -0.35
H  1.0207  3.0670  0.6739  0.12
H  3.7069  0.7536  2.2822  0.09
H  6.5419  4.3033  1.0170  0.08
H  -3.6821  0.8244  1.3899  0.11
N  -0.3164  1.5724  1.3021  -0.03
C  3.9526  1.3106  1.3909  0.00
C  6.4586  3.6775  0.1247  -0.07
N  3.3405  1.9530  -0.8638  0.18
H  2.5228  -2.7457  0.9568  -0.01
H  0.3132  4.7205  2.3532  0.09
C  -2.8693  -1.7134  -1.2378  -0.92
H  5.7110  2.2524  2.1351  0.11
C  5.0150  2.1215  1.3133  -0.10
C  -0.2924  0.6630  2.4185  -0.71
H  -3.0399  2.2607  3.4205  0.11
H  6.3649  4.3038  -0.7576  0.07
H  1.8721  -0.8787  -3.8507  0.10
C  1.4421  -2.6727  1.1523  -0.32
H  1.1211  -2.4689  -2.2037  0.05
C  1.2421  -2.6924  2.6701  -0.30
H  1.5523  -3.6195  3.1842  0.09
Yb  0.1302  -0.7708  0.1638  1.32
S  -1.5511  -2.8177  -1.0793  0.49
H  2.5381  -1.8825  -1.6115  0.07
N  -3.1954  -0.6847  -0.5059  -0.02
C  -0.2039  -2.4636  3.0221  -0.59
O  -0.4343  0.1848  -1.8042  -0.19
C  -0.1699  3.7529  2.3039  -0.09
O  -0.4278  0.1028  -4.0496  -0.03
H  -4.2659  -1.1621  -2.5528  0.07
C  0.0924  -0.0459  -2.9441  -0.69
C  1.5349  -0.5659  -2.8592  -0.18
S  0.6277  0.7129  3.8310  0.58
H  0.1797  -2.5661  4.9964  0.08
H  -1.4199  -2.2209  4.5859  0.09
C  4.4089  2.7651  -0.9447  -0.53
C  -2.0832  2.3911  2.9267  -0.06
N  5.2777  2.8495  0.1928  -0.08
N  -2.2427  -0.2349  0.3683  -0.09
N  -0.5664  -2.6953  4.3312  0.13
H  -3.3731  -2.5234  -2.9865  0.04
C  3.0762  1.2210  0.2292  -0.50
O  2.0892  0.4517  0.2991  -0.14
H  1.0070  -3.6078  0.7613  0.00
C  -1.3625  3.5082  3.0948  -0.11
H  1.7942  -1.8724  3.1454  0.07
N  -3.7955  -1.9986  -2.2371  0.02
H  2.1479  0.2668  -2.5067  0.09
C  0.2517  2.8543  1.4059  -0.09
H  7.3679  3.0737  0.0334  0.08
O  4.7097  3.4497  -1.9216  -0.02
H  -1.7139  4.2862  3.7627  0.09
N  1.5862  -1.6383  -1.8519  -0.05
O  -1.0419  -2.1082  2.2088  -0.05
C  -2.6265  0.5809  1.2611  -0.10

=====

| no. | molar mass (u) | DFT total energy (eV) |
| --- | --- | --- |
| 1 | 1286.19 | -287812.907 |
| 2 | 105.24 | -14169.377 |
| 3 | 120.20 | -26788.087 |
| 4 | 100.16 | -8463.372 |
| 5 | 407.62 | -42817.211 |
| 6 | 667.60 | -94382.691 |